Record 1
Computed, not measured: 9 unconnected molecules or ions with the total composition C48H79Cl2IN8O4S at a distorted geometry, with wB97M-V/def2-TZVPD.

Last column: Löwdin charge in e.
CARTESIAN COORDINATES (ANGSTROEM)
I: -7.56 -0.23 -1.15  0.786
Cl: -5.64 -1.93 4.34  0.720
Cl: -5.37 -4.36 0.82  0.792
S: -2.36 -3.00 1.65  0.614
O: -2.34 -3.85 0.50  -0.276
O: 0.08 -1.55 -1.87  -0.060
O: -2.06 -3.66 2.88  -0.254
O: -1.36 -1.80 1.52  -0.186
N: -3.57 2.45 -1.85  0.203
N: 0.72 1.26 2.76  0.178
N: 2.45 -4.47 6.39  0.156
N: 2.26 2.67 -2.41  0.173
N: 6.61 4.28 -4.74  0.174
N: 0.63 1.04 8.70  0.155
N: -0.98 -7.09 -5.21  0.138
N: 1.12 4.23 -6.17  0.174
C: 2.89 0.30 -4.86  -0.241
C: 2.12 2.16 -3.43  -0.265
C: 2.79 -2.74 9.68  -0.101
C: -1.20 -6.56 -1.78  -0.259
C: -3.17 3.16 -5.49  -0.102
C: 2.16 4.44 -5.73  -0.247
C: -4.15 -1.10 0.72  -0.230
C: -1.80 3.60 -3.39  -0.173
C: 8.35 5.52 -6.25  -0.180
C: -2.92 -0.17 0.68  -0.212
C: -0.01 0.46 7.94  -0.253
C: -2.69 0.60 2.00  -0.145
C: 2.45 -5.15 8.91  -0.185
C: -3.95 -2.18 1.85  -0.319
C: 1.47 0.41 2.98  -0.225
C: -4.56 -0.62 -1.75  -0.305
C: -5.58 0.48 -1.50  -0.674
C: 2.42 -0.67 3.25  -0.171
C: 2.28 -1.16 4.69  -0.259
C: -0.30 -5.35 -1.97  -0.105
C: 3.57 6.20 -4.74  -0.249
C: -0.73 -0.44 -2.44  -0.022
C: 7.68 6.09 -7.51  -0.257
C: 0.21 -0.31 -1.28  -0.288
C: -0.83 -0.27 6.97  -0.181
C: -2.79 2.95 -2.53  -0.173
C: -1.96 -1.04 7.67  -0.249
C: -5.87 -3.12 3.09  -0.696
C: -4.88 1.95 1.70  -0.019
C: -4.49 -1.68 -0.65  -0.223
C: 3.48 4.74 -5.19  -0.201
C: -3.80 1.53 2.43  -0.124
C: -0.81 -7.74 -2.68  -0.194
C: 2.45 -4.77 7.50  -0.232
C: 2.56 -0.07 5.72  -0.108
C: -2.47 4.21 -4.63  -0.255
C: -1.64 -0.95 0.33  -0.242
C: -6.98 -4.06 3.40  -0.124
C: -0.90 -7.38 -4.10  -0.246
C: 3.33 7.19 -5.87  -0.104
C: -0.41 -0.10 0.11  -0.064
C: -5.08 -3.14 2.01  -0.634
C: 1.94 -4.00 9.79  -0.256
C: 4.36 0.69 -4.75  -0.103
C: 1.96 1.51 -4.73  -0.196
C: 7.37 4.82 -5.41  -0.214
C: 7.04 5.01 -8.38  -0.105
C: -1.44 -2.07 8.66  -0.110
H: 1.13 0.23 -1.48  0.126
H: 1.92 -4.34 10.83  0.109
H: -1.71 4.71 -5.22  0.092
H: -3.60 3.62 -6.37  0.074
H: 5.00 -0.19 -4.88  0.074
H: -0.56 0.97 0.22  0.122
H: -1.64 -1.02 -2.41  0.103
H: 2.22 -1.49 2.55  0.120
H: -2.61 -0.33 8.19  0.113
H: -2.56 -1.53 6.91  0.107
H: 4.23 4.54 -5.96  0.097
H: 6.91 6.81 -7.21  0.104
H: -1.15 -6.89 -0.74  0.110
H: -2.47 2.39 -5.82  0.075
H: 2.97 -1.99 4.85  0.097
H: 3.47 -5.43 9.19  0.120
H: -1.88 -1.65 -0.46  0.116
H: -0.79 -2.80 8.16  0.067
H: -3.76 -2.42 -0.98  0.103
H: -1.05 2.87 -3.68  0.102
H: -5.28 1.05 -0.63  -0.021
H: 3.68 4.08 -4.35  0.091
H: -2.51 -0.07 2.84  0.115
H: -3.98 2.67 -4.94  0.067
H: -3.84 -1.60 2.76  0.067
H: 6.60 5.46 -9.27  0.075
H: -1.24 0.45 6.26  0.121
H: -4.84 2.60 0.83  0.053
H: 3.57 0.34 5.61  0.081
H: -7.17 -4.71 2.56  0.042
H: -3.02 0.59 -0.10  0.123
H: 3.83 -2.95 9.96  0.077
H: -2.27 -2.62 9.11  0.075
H: 3.43 8.22 -5.51  0.073
H: -6.77 -4.62 4.31  0.086
H: -0.59 -4.55 -1.29  0.049
H: -5.87 1.65 2.02  0.061
H: -0.33 -0.05 -3.37  0.082
H: -5.62 1.17 -2.33  0.021
H: 4.56 6.37 -4.31  0.098
H: 0.91 -3.77 9.51  0.087
H: -2.23 -6.27 -1.98  0.112
H: -1.30 4.38 -2.81  0.124
H: -1.47 -8.59 -2.51  0.114
H: 2.16 2.24 -5.51  0.068
H: 2.78 -2.34 8.66  0.058
H: -3.69 1.93 3.44  0.100
H: 0.38 -0.48 0.75  0.102
H: 0.75 -5.60 -1.77  0.079
H: 4.59 1.12 -3.77  0.073
H: -3.59 -0.20 -2.01  0.069
H: 4.64 1.42 -5.52  0.070
H: -5.46 -2.18 -0.65  0.034
H: -1.76 1.18 1.92  0.093
H: 2.33 7.09 -6.29  0.071
H: 8.43 6.63 -8.09  0.109
H: 3.43 -0.30 3.05  0.123
H: 2.65 -0.44 -4.09  0.109
H: 1.27 -1.55 4.85  0.096
H: -0.36 -4.95 -2.99  0.072
H: 1.82 -6.03 9.03  0.118
H: -7.87 -3.46 3.61  0.079
H: 1.85 0.75 5.64  0.067
H: -4.88 -1.15 -2.65  0.111
H: 4.05 7.05 -6.68  0.067
H: 2.47 -0.48 6.73  0.055
H: 0.92 1.19 -4.83  0.104
H: 0.21 -8.06 -2.48  0.118
H: -0.18 -0.96 6.42  0.099
H: -5.03 -0.54 1.04  0.119
H: 2.71 -0.18 -5.83  0.112
H: 7.78 4.28 -8.70  0.079
H: 8.80 6.32 -5.66  0.120
H: -0.88 -1.60 9.47  0.070
H: -3.20 4.96 -4.32  0.113
H: 9.13 4.81 -6.52  0.123
H: 6.24 4.49 -7.85  0.061
H: 2.84 6.38 -3.94  0.115
H: 2.41 -1.97 10.34  0.074

The value obtained for the electronic energy is -115143.1832 eV. The LUMO energy comes out at 0.41 eV.

---

Record 2
Computed, not measured: 7 unconnected molecules or ions with the total composition C48H79N7O5 at a distorted geometry, with wB97M-V/def2-TZVPD.

Last column: Löwdin charge in e.
CARTESIAN COORDINATES (ANGSTROEM)
O: 0.52 -0.68 -4.76  0.047
O: 2.26 4.42 1.19  0.060
O: 2.95 0.84 -1.63  -0.136
O: 0.64 -2.97 -4.84  0.147
O: 5.19 -0.76 0.69  -0.135
N: -7.20 -1.45 2.48  0.157
N: 5.71 0.66 -3.78  0.169
N: 6.49 6.51 -0.86  0.146
N: -2.65 -3.55 4.97  0.183
N: 0.65 -9.42 6.01  0.140
N: 0.94 2.60 -6.45  0.171
N: 0.10 3.81 1.58  0.043
C: 3.20 7.95 0.15  -0.104
C: -0.43 -5.85 5.98  -0.118
C: 0.06 0.19 -1.23  -0.102
C: -2.54 -1.75 -0.11  -0.072
C: 0.49 -6.15 7.16  -0.262
C: 0.26 1.65 -0.78  -0.154
C: 1.10 -1.74 -2.75  -0.159
C: 0.86 -0.23 -2.47  -0.282
C: -0.71 2.60 1.41  -0.219
C: 4.94 3.83 -2.69  -0.256
C: -4.85 -4.92 5.34  -0.174
C: -8.16 -2.06 2.65  -0.242
C: 3.67 6.88 1.13  -0.271
C: 0.32 2.08 -7.27  -0.225
C: 1.62 -7.12 6.81  -0.193
C: -0.95 2.24 -0.05  -0.166
C: 2.18 0.51 -2.77  -0.133
C: 0.60 -2.81 -1.78  -0.115
C: 6.72 -1.40 -1.06  -0.065
C: 6.55 -0.67 0.28  -0.268
C: -10.63 -1.96 2.61  -0.261
C: -1.17 3.62 -9.37  -0.112
C: -0.88 -3.14 0.83  -0.060
C: -10.71 -0.76 3.54  -0.110
C: -1.32 -2.84 2.08  -0.092
C: 1.50 3.60 1.67  -0.456
C: -9.39 -2.83 2.86  -0.189
C: -2.37 -1.99 2.23  -0.117
C: -2.97 -1.44 1.14  -0.093
C: -3.62 -4.15 5.13  -0.195
C: 5.92 6.69 0.12  -0.224
C: -0.51 2.26 -9.59  -0.262
C: 3.38 -0.28 -0.90  -0.171
C: 4.43 0.26 0.06  -0.182
C: -6.14 -2.83 6.02  -0.105
C: 5.18 6.92 1.37  -0.181
C: -1.48 -2.59 -0.28  -0.258
C: -0.13 -0.01 -3.66  -0.298
C: 0.73 -1.93 -4.24  -0.410
C: -0.66 1.38 -3.94  -0.012
C: 1.08 -8.41 6.36  -0.240
C: 2.08 2.42 2.42  -0.004
C: 6.25 3.10 -3.02  -0.175
C: -0.95 -2.93 -1.66  -0.108
C: 4.00 3.91 -3.88  -0.101
C: -6.08 -4.03 5.09  -0.267
C: 5.96 1.73 -3.44  -0.220
C: -0.46 1.41 -8.31  -0.182
H: -11.52 -2.57 2.73  0.108
H: 3.16 7.02 2.08  0.109
H: 3.64 7.81 -0.84  0.069
H: -0.85 -3.31 2.93  0.089
H: 3.94 0.83 0.85  0.107
H: -0.60 4.22 -8.65  0.070
H: 0.11 2.14 -4.00  0.059
H: 6.84 0.38 0.22  0.109
H: -1.07 1.71 -10.35  0.107
H: 2.24 -6.71 6.01  0.119
H: -1.69 2.82 1.83  0.116
H: 2.12 7.90 0.03  0.072
H: 5.48 7.89 1.78  0.117
H: -5.29 -2.16 5.88  0.073
H: 0.50 2.40 -9.97  0.112
H: -1.20 -5.14 6.26  0.036
H: 0.13 -5.43 5.14  0.077
H: 6.21 -2.35 -0.96  0.079
H: 3.82 -1.08 -1.51  0.128
H: 7.77 -1.56 -1.29  0.075
H: 6.79 3.61 -3.82  0.122
H: 7.17 -1.16 1.03  0.112
H: 0.96 -3.76 -2.17  0.119
H: -0.93 -6.75 5.62  0.072
H: 2.18 -1.94 -2.78  0.140
H: -11.61 -0.19 3.35  0.073
H: -1.28 3.14 -0.57  0.112
H: -10.72 -1.08 4.59  0.076
H: 2.10 1.54 1.77  0.061
H: -2.72 -1.76 3.23  0.078
H: -1.39 1.61 -3.17  0.088
H: -2.19 3.51 -8.99  0.076
H: -1.81 1.56 -0.09  0.103
H: -6.17 -3.14 7.07  0.077
H: 3.09 4.46 -3.61  0.074
H: 5.05 0.95 -0.52  0.113
H: 1.14 1.67 -0.14  0.085
H: -1.00 -0.01 -1.38  0.095
H: 2.56 -0.67 -0.29  0.124
H: -4.86 -5.30 6.37  0.122
H: -0.11 -6.57 7.98  0.110
H: -9.39 -3.69 2.18  0.118
H: -9.86 -0.09 3.40  0.071
H: 1.94 1.45 -3.27  0.116
H: 3.46 8.95 0.50  0.073
H: -1.19 -3.98 -1.81  0.122
H: 5.47 6.15 2.09  0.116
H: -9.40 -3.22 3.88  0.115
H: -1.47 -2.36 -2.42  0.104
H: 0.35 -0.45 -0.40  0.117
H: -4.85 -5.77 4.67  0.120
H: -6.98 -4.63 5.22  0.106
H: 1.08 -2.66 -0.82  0.101
H: 6.90 3.08 -2.14  0.114
H: -6.07 -3.68 4.06  0.094
H: 5.17 4.83 -2.34  0.074
H: -0.23 4.39 2.34  0.128
H: 3.11 2.60 2.71  0.085
H: 0.00 0.44 -8.52  0.121
H: 4.47 4.43 -4.72  0.078
H: -1.47 1.23 -7.93  0.119
H: 4.44 3.31 -1.87  0.100
H: 0.92 -5.22 7.52  0.108
H: 0.51 2.27 -1.64  0.107
H: 2.82 -0.04 -3.46  0.131
H: 1.51 2.16 3.31  0.087
H: -1.04 -0.60 -3.51  0.140
H: -1.22 1.32 -4.87  0.080
H: -1.21 4.17 -10.30  0.071
H: -0.35 1.73 1.96  0.112
H: -10.62 -1.61 1.57  0.112
H: 6.23 -0.80 -1.82  0.030
H: 3.38 5.90 0.75  0.065
H: -3.79 -0.75 1.30  0.106
H: 3.69 2.92 -4.22  0.057
H: 2.25 -7.30 7.68  0.115
H: -3.03 -1.34 -0.99  0.116
H: -7.04 -2.24 5.82  0.063
H: -0.05 -3.82 0.70  0.119

The value obtained for the electronic energy is -71723.6578 eV. The LUMO energy comes out at 0.44 eV.

---

Record 3
Computed, not measured: 6 unconnected molecules or ions with the total composition C48H81Br3FN3O12PS6 at a distorted geometry, with wB97M-V/def2-TZVPD.

Last column: Löwdin charge in e.
CARTESIAN COORDINATES (ANGSTROEM)
Br: 4.58 -5.74 0.77  0.665
Br: 1.51 -3.23 -2.27  0.830
Br: 5.29 -3.34 -1.44  0.647
S: 2.16 3.60 2.00  0.204
S: 1.34 2.19 -7.67  0.664
S: 2.81 -6.37 5.55  0.663
S: -6.34 7.88 -4.95  0.673
S: 4.41 -8.71 9.89  0.677
S: -7.11 3.07 -1.68  0.678
P: 2.79 2.24 0.76  0.429
F: 4.53 -0.27 0.66  -0.068
O: 2.20 -5.10 5.89  -0.339
O: 5.53 -7.79 9.84  -0.324
O: 0.21 2.79 -8.35  -0.316
O: 2.07 -7.44 4.91  -0.325
O: 1.25 1.70 -6.31  -0.354
O: -2.31 1.63 3.24  -0.011
O: 3.09 -8.35 9.42  -0.327
O: 3.68 -0.60 4.19  -0.141
O: -5.49 6.85 -4.40  -0.334
O: -8.13 2.06 -1.86  -0.326
O: -7.77 7.70 -5.12  -0.311
O: -5.75 2.75 -1.31  -0.359
N: -3.55 2.64 1.39  0.013
N: 0.19 1.77 0.03  0.018
N: 2.90 -1.67 -0.34  -0.093
C: -2.16 0.38 0.88  -0.094
C: -0.85 5.66 -1.02  -0.072
C: -6.07 9.41 -4.06  -0.221
C: 4.95 -7.54 6.50  -0.224
C: 1.62 0.61 -2.15  -0.124
C: -1.87 4.74 1.45  -0.004
C: -7.72 4.31 -0.56  -0.231
C: 2.13 -4.04 1.78  -0.102
C: -2.62 1.54 1.95  -0.267
C: 4.98 -11.28 10.26  -0.216
C: 3.61 -7.04 7.00  -0.248
C: 2.04 0.46 1.07  -0.335
C: -0.66 -0.27 1.21  -0.095
C: 2.06 -0.06 -3.62  -0.085
C: 3.77 2.57 -8.67  -0.220
C: -1.65 -1.88 -1.55  -0.198
C: -2.73 -1.32 -5.09  -0.145
C: -2.06 -2.83 -2.87  -0.219
C: 4.26 -9.34 11.55  -0.230
C: 2.74 3.29 -7.81  -0.226
C: -5.35 10.35 -5.04  -0.218
C: 2.33 -0.77 -4.82  0.057
C: 0.71 -0.43 -1.20  -0.279
C: -1.74 4.57 -1.87  -0.065
C: -7.61 5.48 -2.69  -0.224
C: 3.33 0.70 3.52  -0.365
C: 3.25 1.79 4.79  -0.084
C: -5.66 8.43 -6.50  -0.231
C: -7.06 4.12 -3.13  -0.212
C: -2.70 3.52 -1.04  -0.038
C: -0.91 5.80 0.64  -0.055
C: 3.10 -0.74 0.82  -0.144
C: 4.31 -6.08 4.63  -0.258
C: 3.69 -2.99 -0.22  -0.612
C: 5.46 -6.47 5.54  -0.210
C: 1.49 -1.84 -0.84  -0.514
C: -2.72 3.62 0.60  -0.185
C: -3.29 -2.12 -3.74  -0.243
C: 0.56 0.30 0.31  -0.310
C: 2.00 0.90 -8.71  -0.236
C: 1.93 0.49 2.74  -0.177
C: -0.69 -0.61 -2.01  -0.137
C: 4.89 -10.26 9.13  -0.227
C: 3.39 -4.08 0.75  -0.555
C: -7.32 5.63 -1.20  -0.215
C: 3.01 1.61 -9.59  -0.222
C: -5.77 9.94 -6.45  -0.223
C: 4.02 -10.83 11.36  -0.222
H: 3.74 -6.22 7.72  0.118
H: 3.69 0.91 -10.08  0.120
H: -4.27 10.23 -4.93  0.120
H: -2.26 0.82 -0.18  0.078
H: 3.02 -0.69 4.95  0.116
H: -5.46 9.21 -3.18  0.109
H: -7.67 3.68 -3.92  0.111
H: 1.04 1.20 3.11  0.119
H: -7.29 4.17 0.43  0.109
H: -2.97 -0.49 0.97  0.147
H: 4.75 -12.29 9.91  0.120
H: -2.00 -2.01 -5.73  0.084
H: -4.29 2.17 0.78  0.111
H: -3.37 2.69 -1.57  0.085
H: 2.70 0.78 -1.65  0.096
H: -7.17 6.29 -3.28  0.048
H: 3.12 3.52 -6.81  0.105
H: -6.02 4.20 -3.46  0.103
H: 2.19 -5.05 2.42  0.094
H: 0.86 -2.30 0.05  0.106
H: -7.86 6.47 -0.76  0.120
H: 4.81 -8.49 5.96  0.125
H: -0.13 2.26 0.89  0.056
H: 4.36 -5.02 4.34  0.096
H: -1.35 0.38 -2.09  0.133
H: 3.43 -1.21 -1.15  0.156
H: -1.96 4.76 2.62  0.105
H: -0.50 -0.87 -3.16  0.110
H: 6.32 -6.82 4.97  0.117
H: 5.79 -5.59 6.12  0.125
H: -4.03 -3.00 -4.06  0.113
H: 4.39 3.27 -9.23  0.119
H: -1.18 -2.59 -0.76  0.087
H: -5.59 11.39 -4.83  0.120
H: -1.16 -2.91 -3.62  0.073
H: -0.28 6.61 1.22  0.092
H: 3.45 -8.84 12.07  0.114
H: 5.21 -9.16 12.06  0.113
H: -4.61 8.11 -6.53  0.112
H: 2.49 0.17 -8.06  0.088
H: 2.39 4.21 -8.29  0.109
H: -2.33 -3.91 -2.52  0.112
H: -8.70 5.51 -2.85  0.129
H: 3.80 1.32 5.72  0.098
H: -3.92 -1.35 -3.07  0.110
H: -8.81 4.21 -0.52  0.113
H: -1.69 4.49 -3.05  0.092
H: 2.13 -3.18 2.57  0.092
H: 2.98 -11.00 11.04  0.124
H: 4.44 1.99 -8.02  0.119
H: -6.21 7.98 -7.33  0.113
H: 2.70 -1.02 -5.92  0.064
H: 1.20 0.43 -9.28  0.113
H: -7.04 9.81 -3.76  0.111
H: 4.28 -6.70 3.73  0.069
H: 2.99 -7.82 7.44  0.082
H: -2.19 -0.32 -4.74  0.075
H: 2.57 2.71 -0.59  -0.013
H: 4.25 2.24 0.92  0.005
H: -2.68 -1.40 -1.20  0.105
H: 4.18 -11.39 12.29  0.121
H: -3.68 -1.11 -5.77  0.085
H: 1.07 1.59 -2.43  0.136
H: 5.65 -7.72 7.32  0.098
H: 6.00 -11.30 10.66  0.122
H: -5.15 10.42 -7.21  0.120
H: 1.55 -0.61 3.01  0.129
H: 5.84 -10.13 8.62  0.107
H: -0.15 6.38 -1.64  0.082
H: -0.61 -0.15 2.37  0.113
H: -0.85 -1.45 1.06  0.112
H: 4.11 -10.53 8.41  0.112
H: 2.13 2.06 5.06  0.095
H: 1.06 -4.10 1.26  0.108
H: 3.17 -1.45 1.78  0.163
H: -6.25 5.81 -1.05  0.123
H: 3.85 2.75 4.46  0.073
H: 2.50 2.19 -10.37  0.125
H: -0.45 1.86 -0.77  0.054
H: -6.81 10.25 -6.63  0.124
H: 4.27 0.98 2.88  0.130

The value obtained for the electronic energy is -367244.0310 eV. The LUMO energy comes out at -2.92 eV. Its charge is +1.

---

HOMO-LUMO gap for every record listed, in sequence, given in hartree: 0.293, 0.341, 0.256.